The following is a quantum chemistry calculation of a structure of composition C2H7N3O2, from OMol25.

Last column: natural (NBO) charge in e.
Atoms and positions in Å:
C1 -0.1231 -0.4331 0.5196  0.3877
N1 0.9185 -1.3901 0.7439  -0.8647
O1 -0.1235 0.5457 1.5217  -0.7243
N2 -1.3511 -0.9933 0.1462  -0.3080
H1 0.1748 0.1166 2.3344  0.4828
H2 0.7273 -2.2552 0.2556  0.3831
H3 1.8225 -1.0282 0.4598  0.3714
H4 -2.1217 -0.6075 0.6883  0.3727
N3 0.2818 1.6506 -1.1072  -0.8200
C2 -0.1677 0.3486 -1.0009  0.2576
O2 -1.5331 0.2436 -1.1237  -0.4543
H5 1.2572 1.8173 -1.3003  0.3842
H6 -0.1785 2.3145 -0.5015  0.3918
H7 0.4165 -0.3293 -1.6358  0.1402

Computed properties:
- energy relative to the best compared isomer or geometry (same formula, charge and spin) (kcal/mol) = 105.25
- LUMO level (eV) = 0.14
- M (g/mol) = 105.097
- 2S+1 = 1

---

The following is a quantum chemistry calculation of a structure of composition C18H41GaOP3Se, from OMol25.

Last column: natural (NBO) charge in e.
Atoms and positions in Å:
Ga1 -0.1450 -0.0768 0.5704  0.6282
P1 -1.3733 -2.1113 1.6018  0.9608
P2 1.6686 -0.4121 2.6240  0.9360
P3 1.5003 -1.3435 -0.6510  0.9306
H1 -2.9695 3.9215 -5.2960  0.2424
C1 -3.1025 3.0136 -5.8888  -0.0565
C2 -3.7126 2.0033 -5.2796  -0.0633
H2 -4.3304 2.2110 -4.3974  0.2591
C3 -2.7767 -1.5947 2.6277  -0.9472
C4 -0.5199 -3.3808 2.5888  -0.9522
C5 -2.1258 -2.9892 0.1936  -0.9462
C6 2.9047 0.9432 2.6089  -0.9454
C7 0.8993 -0.1664 4.2665  -0.9431
C8 2.7105 -1.9106 2.8663  -0.9422
C9 0.8480 -1.2583 -2.3590  -0.9444
C10 1.7638 -3.1303 -0.3542  -0.9399
C11 3.1693 -0.6089 -0.7534  -0.9436
H3 -2.8388 3.0923 -6.9585  0.2795
H4 -3.7152 0.9914 -5.6700  0.2581
H5 -3.2458 -0.6995 2.2063  0.2551
H6 -2.4458 -1.3679 3.6478  0.2581
H7 -3.5182 -2.3992 2.6653  0.2677
H8 -0.1494 -2.9556 3.5291  0.2519
H9 0.3224 -3.8050 2.0316  0.2457
H10 -1.2171 -4.1923 2.8278  0.2759
H11 -2.6782 -2.2756 -0.4293  0.2564
H12 -2.8214 -3.7521 0.5641  0.2700
H13 -1.3652 -3.4746 -0.4295  0.2424
H14 3.5521 0.8892 3.4941  0.2688
H15 2.3800 1.9078 2.6058  0.2475
H16 3.5224 0.8887 1.7053  0.2424
H17 1.6454 -0.2842 5.0632  0.2670
H18 0.0884 -0.8895 4.4323  0.2381
H19 0.4812 0.8472 4.3212  0.2576
H20 3.2885 -1.8331 3.7973  0.2771
H21 3.4123 -2.0345 2.0315  0.2422
H22 2.0799 -2.8065 2.9298  0.2495
H23 1.4175 -1.9605 -2.9886  0.2652
H24 0.9329 -0.2345 -2.7527  0.2527
H25 -0.2137 -1.5457 -2.3555  0.2535
H26 2.3932 -3.5392 -1.1579  0.2776
H27 0.8096 -3.6734 -0.3492  0.2551
H28 2.2658 -3.3070 0.6055  0.2622
H29 3.7189 -1.0906 -1.5730  0.2753
H30 3.7365 -0.7526 0.1742  0.2578
H31 3.0864 0.4670 -0.9463  0.2492
C12 0.5520 2.6060 -1.7768  -0.2851
C13 -0.7576 2.4225 -2.2810  -0.1945
C14 -1.0325 2.8024 -3.5731  -0.2240
C15 -0.0462 3.3429 -4.4055  -0.0731
C16 1.2566 3.5197 -3.9123  -0.2113
C17 1.5626 3.1099 -2.6335  -0.1610
Se1 0.8961 2.3174 0.0367  0.3962
H32 -1.3915 0.2485 -0.3207  -0.3183
H33 -1.5389 1.9761 -1.6596  0.2462
H34 -2.0377 2.6785 -3.9691  0.1765
H35 -0.2786 3.6273 -5.4268  0.2171
H36 2.0463 3.9790 -4.5201  0.2659
H37 2.5786 3.2315 -2.2301  0.2525
C18 -2.0611 1.6602 3.3894  -0.2572
O1 -1.2209 1.6377 2.2268  -0.7476
H38 -1.6932 0.9329 4.1268  0.1831
H39 -3.0855 1.3823 3.1089  0.1897
H40 -2.0782 2.6508 3.8718  0.2145
H41 -1.0038 2.5541 1.9578  0.4976

Computed properties:
- LUMO level (spin up / spin down) (eV) = -11.10 / -13.54
- M (g/mol) = 515.130
- net charge = +3
- 2S+1 = 1

---

The following is a quantum chemistry calculation of a cluster of 2 separate species, CH4IN3O2 in total, from OMol25.

Last column: natural (NBO) charge in e.
Atoms and positions in Å:
C1 0.9211 2.0286 0.4446  1.0446
N1 -1.0075 -0.0023 1.3989  -0.4542
N2 -0.1503 -1.6205 -1.8633  -1.0148
N3 -0.3010 -0.0245 0.3966  -0.4505
O1 0.9406 2.0596 -0.6899  -0.5229
O2 1.0334 2.1162 1.5642  -0.5520
I1 0.9082 -1.8735 -0.1856  0.5318
H1 -1.8861 -0.4287 1.6068  0.3393
H2 -0.6174 0.6374 2.1144  0.3302
H3 -0.0422 -0.6836 -2.0984  0.3693
H4 0.2013 -2.2085 -2.6883  0.3791

Computed properties:
- energy relative to the best compared isomer or geometry (same formula, charge and spin) (kcal/mol) = 13.72
- LUMO level (eV) = 0.03
- M (g/mol) = 216.966
- 2S+1 = 1

---

The following is a quantum chemistry calculation of the molecule C21H29N3O4, from OMol25.

Last column: natural (NBO) charge in e.
Atoms and positions in Å:
C1 -2.5602 -0.0709 -2.0329  -0.6151
C2 -1.1410 0.0357 -1.4765  -0.2281
N1 -0.3373 -1.1081 -1.8550  -0.4487
C3 0.4993 -0.9474 -3.0297  -0.2233
C4 1.8890 -0.4484 -2.6348  0.0823
C5 2.8911 -0.4028 -3.8010  -0.4270
C6 3.7754 0.8087 -3.4678  -0.4319
C7 3.1364 1.3760 -2.1873  -0.0758
O1 1.8127 0.8864 -2.1576  -0.5520
C8 -0.2569 -2.2995 -1.2173  0.6825
O2 0.3788 -3.2271 -1.6875  -0.6467
C9 -0.9137 -2.4584 0.1478  -0.4828
C10 0.2250 -2.6076 1.1694  -0.4429
C11 1.1332 -1.4368 1.1173  0.4634
N2 2.4235 -1.4188 1.1474  -0.2950
N3 2.8052 -0.1215 1.0886  -0.3102
C12 1.7294 0.5891 1.0217  0.4782
C13 1.6100 2.0620 0.9448  -0.4495
C14 0.8261 2.6286 2.1454  -0.4085
C15 -0.5471 2.0242 2.2233  -0.0487
C16 -1.5345 2.3961 1.3241  -0.2049
C17 -2.7783 1.7868 1.3225  -0.2705
C18 -3.0528 0.7717 2.2312  0.2892
O3 -4.2255 0.0800 2.3040  -0.4945
C19 -5.2599 0.4143 1.4120  -0.2517
C20 -2.0708 0.4044 3.1521  -0.2594
C21 -0.8411 1.0262 3.1470  -0.1756
O4 0.6235 -0.1870 1.0356  -0.4327
H1 -2.5397 -0.1809 -3.1145  0.2085
H2 -3.0705 -0.9348 -1.6126  0.2038
H3 -3.1221 0.8263 -1.7865  0.2062
H4 -1.1750 0.1515 -0.3930  0.2260
H5 -0.6435 0.9207 -1.8778  0.2200
H6 0.6054 -1.9224 -3.5104  0.2443
H7 0.0314 -0.2406 -3.7163  0.1997
H8 2.2840 -1.0951 -1.8354  0.1847
H9 3.4546 -1.3297 -3.8669  0.2220
H10 2.3584 -0.2507 -4.7399  0.2026
H11 3.7495 1.5439 -4.2707  0.2067
H12 4.8105 0.5260 -3.2912  0.2145
H13 3.6777 1.0223 -1.2987  0.1806
H14 3.0870 2.4654 -2.1709  0.1871
H15 -1.4955 -3.3810 0.1365  0.2404
H16 -1.5636 -1.6320 0.4228  0.2164
H17 -0.1893 -2.6965 2.1774  0.2298
H18 0.8162 -3.4960 0.9475  0.2610
H19 1.0929 2.3112 0.0157  0.2348
H20 2.6163 2.4782 0.9163  0.2437
H21 1.3793 2.4199 3.0627  0.2151
H22 0.7564 3.7115 2.0243  0.2187
H23 -1.3335 3.1757 0.6029  0.2092
H24 -3.5190 2.1091 0.6075  0.2129
H25 -6.0866 -0.2506 1.6572  0.2023
H26 -4.9628 0.2513 0.3705  0.1741
H27 -5.5826 1.4526 1.5400  0.1765
H28 -2.2992 -0.3769 3.8599  0.2253
H29 -0.0912 0.7246 3.8647  0.2132

Computed properties:
- energy relative to the best compared isomer or geometry (same formula, charge and spin) (kcal/mol) = 56.90
- LUMO level (eV) = 0.62
- M (g/mol) = 387.480
- 2S+1 = 1